Record 1
{"formula": "C4H15N2O", "method": "the ωB97M-V functional and the def2-TZVPD basis", "fmax_ev_per_a": 0.99, "e_above_lowest_kcal_mol": 30.09, "charge": 0, "total_energy_ev": -9415.881, "multiplicity": 2, "homo_ha": [-0.11024, -0.36968], "elements": ["C", "H", "N", "H", "H", "H", "H", "N", "H", "C", "H", "O", "H", "H", "H", "H", "C", "H", "H", "H", "C", "H"], "xyz": [[-0.02, -1.00, -0.31], [1.05, -0.84, -0.39], [-0.63, -1.53, -1.53], [-0.17, -1.71, 0.49], [1.18, 0.91, 1.06], [2.46, -3.63, -0.13], [-0.02, -2.19, -2.00], [-0.75, 1.17, -1.26], [-1.49, -2.02, -1.34], [0.11, 1.10, 1.13], [-1.67, 0.18, 0.27], [1.98, -3.24, 0.60], [-1.61, 1.80, -1.33], [0.08, 1.76, -1.49], [0.09, 2.96, 2.19], [-0.24, 0.67, 2.07], [-0.63, 0.38, 0.02], [-0.78, 0.46, -2.01], [0.50, 3.17, 0.49], [-1.16, 2.87, 0.98], [-0.13, 2.61, 1.18], [1.88, -3.88, 1.31]]}


Record 2
{"formula": "C5H13N2", "method": "the ωB97M-V functional and the def2-TZVPD basis", "fmax_ev_per_a": 2.39, "e_above_lowest_kcal_mol": 89.49, "charge": 1, "total_energy_ev": -8366.929, "homo_ha": -0.49281, "smiles": "C[NH2+]/C=C\\CCN", "elements": ["H", "H", "H", "C", "C", "H", "N", "C", "H", "H", "H", "H", "C", "H", "N", "H", "C", "H", "H", "H"], "xyz": [[-1.57, -0.64, 2.32], [2.23, -0.95, 0.36], [-1.20, -1.95, 1.27], [-1.18, -0.85, 1.33], [1.24, -0.50, 0.35], [-2.15, 0.89, 0.70], [-1.55, 0.00, -0.97], [-2.15, -0.15, 0.39], [1.77, 2.37, -0.69], [-1.07, -0.85, -1.25], [0.67, -0.15, 2.27], [-2.31, 0.09, -1.63], [0.28, -0.43, 1.28], [2.69, 1.44, -1.89], [1.19, 0.31, -0.95], [0.23, 0.70, -0.99], [2.20, 1.40, -0.93], [1.30, -0.42, -1.65], [2.96, 1.20, -0.19], [-3.12, -0.64, 0.34]]}


Record 3
{"formula": "C4H11N2", "method": "the ωB97M-V functional and the def2-TZVPD basis", "fmax_ev_per_a": 0.93, "e_above_lowest_kcal_mol": 11.48, "charge": 1, "total_energy_ev": -7300.450, "homo_ha": -0.56279, "smiles": "CCCNC=[NH2+]", "elements": ["H", "N", "H", "H", "H", "H", "H", "C", "H", "H", "H", "H", "C", "C", "N", "C", "H"], "xyz": [[-0.35, -0.95, -0.41], [-0.37, -2.06, 1.87], [1.09, 1.94, -1.88], [-1.48, 0.64, -2.42], [0.86, 0.28, -2.19], [-0.62, -2.24, 2.83], [-0.56, -2.77, 1.17], [0.83, 0.81, -0.13], [1.89, 0.63, -0.01], [-1.58, 1.43, -0.89], [-1.14, 2.34, -2.36], [0.56, 1.64, 0.53], [0.11, -0.88, 1.52], [0.48, 1.10, -1.58], [0.09, -0.39, 0.31], [-1.00, 1.41, -1.82], [0.45, -0.21, 2.31]]}


Record 4
{"formula": "C29H39BrN2O13", "method": "the ωB97M-V functional and the def2-TZVPD basis", "fmax_ev_per_a": 0.81, "charge": 0, "total_energy_ev": -130345.827, "homo_ha": -0.32439, "smiles": "CCN(CCc1c(C[C@H](C)O)ccc2c1C(=O)N(Br)C2=O)C(C)=O.C[C@@H]1COC(=O)O1.C[C@@H]1COC(=O)O1.C[C@@H]1COC(=O)O1", "elements": ["O", "H", "C", "O", "H", "C", "C", "O", "H", "H", "H", "H", "H", "H", "O", "C", "H", "H", "H", "C", "O", "C", "C", "H", "Br", "C", "C", "H", "C", "C", "H", "C", "C", "C", "C", "H", "C", "H", "H", "H", "C", "H", "C", "H", "H", "C", "H", "H", "N", "H", "C", "C", "O", "O", "H", "H", "N", "C", "O", "C", "H", "H", "H", "H", "O", "O", "H", "C", "C", "H", "H", "C", "O", "O", "C", "H", "H", "H", "H", "H", "H", "C", "O", "C"], "xyz": [[-2.84, 2.52, -4.55], [2.36, -0.22, 1.46], [5.44, -1.81, -0.57], [3.61, 2.48, 3.87], [-2.20, 1.41, 0.31], [0.68, -2.51, 1.15], [-3.77, 4.27, -3.44], [-5.82, -0.72, -5.10], [-2.57, 4.12, -6.71], [4.42, 0.71, 0.74], [2.02, -0.34, 8.31], [-1.79, 4.89, -5.33], [-4.33, -3.24, -2.15], [2.65, 2.53, 7.55], [-3.01, 1.01, -2.89], [1.72, -3.25, 1.92], [1.41, -0.90, 6.74], [3.77, -0.14, 6.54], [3.36, -0.51, -1.25], [4.90, -0.20, 1.12], [-6.85, -2.50, -4.27], [2.05, -0.49, 0.45], [0.76, -1.27, 0.52], [-2.57, -3.38, 0.69], [1.97, -5.92, 1.25], [-6.94, -1.47, -5.15], [-3.55, 3.74, -4.84], [5.46, 0.14, -1.57], [-1.66, -2.79, 0.64], [2.96, 0.59, 6.62], [0.06, 3.37, -0.17], [3.18, -1.14, -0.36], [-1.61, -1.56, 0.02], [-5.48, -2.59, -3.83], [-5.38, -3.19, -2.46], [2.83, -2.10, -0.74], [-0.49, -3.25, 1.21], [4.77, -1.36, 2.94], [-4.94, -3.21, -4.56], [5.98, -0.09, 0.98], [-0.25, -4.50, 1.96], [-1.65, 3.72, -0.01], [-0.56, 0.54, -0.74], [-4.50, 3.46, -5.30], [-4.66, 4.89, -3.33], [-2.75, 4.63, -5.77], [1.81, 0.45, -0.04], [-5.79, -4.20, -2.44], [1.17, -4.56, 2.27], [-5.35, -0.55, -3.10], [-5.05, -1.15, -3.97], [3.47, 1.88, 7.21], [4.09, 2.50, 6.07], [-1.06, -5.29, 2.34], [-3.31, 5.54, -5.97], [5.38, 0.28, 3.16], [4.43, -1.39, 0.38], [-3.24, 2.09, -3.33], [-0.60, 1.58, 1.50], [-1.14, 1.62, 0.19], [-1.05, 2.98, -1.51], [6.16, -1.23, -2.50], [3.66, 0.06, 2.91], [0.94, 0.69, 7.35], [5.81, -2.95, -0.60], [-7.88, -1.25, -5.85], [4.19, 1.76, 8.01], [6.03, -0.78, -1.52], [-0.94, 3.01, -0.43], [-2.50, -1.16, -0.45], [-5.93, -2.59, -1.73], [-0.42, -0.79, -0.05], [-3.92, 3.05, -2.69], [2.78, -2.87, 2.32], [1.76, -0.02, 7.29], [7.02, -0.53, -1.14], [0.36, 0.89, -1.21], [-3.99, -1.01, -4.15], [-1.30, 0.41, -1.54], [0.36, 1.65, 1.44], [-2.90, 4.80, -3.06], [4.64, -0.32, 2.63], [2.64, 1.02, 5.28], [3.46, 2.04, 4.97]]}


Record 5
{"formula": "C16H28AlBNO5S2", "method": "the ωB97M-V functional and the def2-TZVPD basis", "fmax_ev_per_a": 0.79, "charge": -1, "total_energy_ev": -57717.610, "homo_ha": -0.14625, "elements": ["H", "H", "O", "H", "C", "H", "S", "C", "H", "H", "C", "B", "O", "H", "H", "H", "H", "H", "H", "O", "H", "C", "C", "C", "N", "H", "C", "C", "H", "H", "C", "Al", "O", "C", "H", "H", "H", "H", "H", "O", "S", "C", "H", "H", "H", "C", "H", "H", "C", "C", "H", "C", "H", "C"], "xyz": [[-5.03, 6.71, -2.68], [-5.97, 2.52, -2.07], [-6.09, 5.17, -2.10], [3.89, 4.30, 1.97], [1.10, -3.63, -0.91], [2.32, 4.62, 1.20], [2.58, 0.21, -0.99], [-2.92, 4.62, -3.61], [1.70, -7.06, 3.88], [-1.10, -7.09, 2.82], [-4.00, 5.24, -3.12], [-0.04, -5.42, 1.79], [-1.31, -4.82, 1.73], [0.09, -3.23, -0.73], [3.67, 2.38, -0.11], [-0.08, 1.60, 1.32], [0.83, -1.16, -0.07], [2.75, -5.77, 0.43], [1.30, 0.53, 1.56], [-3.90, 1.11, -3.00], [3.47, 2.01, 1.58], [-5.13, 3.05, -2.49], [3.29, 4.13, 1.08], [-4.05, 2.42, -2.98], [1.66, 2.34, 0.49], [2.44, -3.47, 1.76], [1.52, 1.63, -0.74], [3.08, 2.64, 0.78], [-1.21, -3.87, 1.63], [3.79, 4.63, 0.25], [2.02, -2.45, -1.31], [1.70, -4.57, 0.79], [-1.95, 2.50, -3.98], [-5.17, 4.49, -2.52], [0.49, 1.75, 3.63], [1.01, -4.32, -1.76], [0.19, -7.06, 4.77], [0.41, -7.57, 2.02], [-3.02, 0.94, -3.39], [-4.16, 6.56, -3.10], [0.40, 2.06, -1.83], [1.32, -1.12, -1.04], [1.04, 3.29, 2.90], [2.30, -2.49, -2.37], [2.19, 2.00, 3.33], [0.99, 1.58, 1.56], [2.95, -2.46, -0.74], [-2.08, 5.15, -4.04], [-0.07, -6.79, 2.62], [0.72, -6.59, 3.93], [0.60, -0.88, -1.82], [-2.87, 3.17, -3.57], [0.86, -5.54, 4.18], [1.19, 2.21, 2.93]]}


Record 6
{"formula": "C16H39B3O16S4", "method": "the ωB97M-V functional and the def2-TZVPD basis", "fmax_ev_per_a": 4.25, "charge": 0, "total_energy_ev": -95357.384, "homo_ha": -0.38698, "smiles": "CCCB1OB(COC(C)=O)OB(C[SH](=O)=O)O1.CCOS(C)(=O)=O.CCOS(C)(=O)=O.CCOS(C)(=O)=O", "elements": ["O", "H", "H", "H", "H", "C", "O", "H", "H", "C", "H", "H", "O", "O", "H", "H", "H", "H", "O", "C", "H", "H", "C", "O", "H", "B", "H", "S", "H", "B", "C", "O", "H", "H", "C", "H", "O", "H", "H", "C", "O", "O", "H", "H", "H", "H", "O", "H", "H", "H", "O", "C", "C", "S", "H", "C", "H", "H", "S", "H", "O", "C", "O", "H", "C", "C", "H", "H", "C", "S", "O", "H", "H", "O", "H", "C", "B", "C"], "xyz": [[4.29, -2.14, 6.18], [-1.81, 2.37, -1.69], [-0.03, 1.89, -2.07], [1.17, 0.14, -3.65], [-5.21, 0.65, -10.43], [-3.40, -3.01, -0.75], [-2.28, -0.70, -1.24], [-2.85, 0.84, 0.78], [4.52, -2.43, 3.46], [-2.02, 1.62, 0.91], [0.93, 2.76, 6.01], [-5.27, -0.16, -4.86], [2.59, 2.66, 3.89], [-2.25, -2.48, -3.07], [-1.75, 1.58, 2.02], [4.14, 1.83, 2.88], [5.46, -2.59, 7.78], [0.43, -2.42, -5.07], [4.84, -0.07, 4.91], [-4.51, 0.61, -4.94], [-2.91, -0.63, -5.62], [-5.49, -0.78, -9.41], [-3.46, 0.24, -5.98], [-1.71, -2.33, 1.57], [-0.57, 3.36, 5.24], [-1.55, 0.13, -2.17], [0.09, -2.92, -0.89], [1.69, -1.15, -3.42], [-3.92, -2.36, 0.05], [-2.59, -1.99, -1.76], [4.47, 3.93, 3.03], [2.93, -1.34, -4.25], [-2.74, 1.04, -6.12], [-2.51, 2.62, 0.63], [0.06, -3.26, 0.20], [5.29, 3.91, 2.30], [2.47, -0.55, 5.61], [-0.28, 0.29, 0.15], [3.34, -0.43, 8.15], [4.89, -1.74, 7.41], [-2.49, -3.88, -0.01], [1.68, 4.93, 4.36], [0.07, 2.09, 0.28], [-5.02, 1.54, -5.22], [3.06, 2.78, 1.87], [0.38, -4.35, 0.31], [-4.07, -0.14, -7.22], [3.13, -1.43, 2.96], [3.09, -2.12, 8.55], [0.12, 1.79, 4.73], [0.64, 3.48, 2.58], [3.85, -1.34, 8.44], [0.32, -2.32, -3.93], [3.76, -0.99, 5.17], [0.52, -3.32, -3.43], [3.55, 2.75, 2.84], [5.61, -0.93, 7.25], [4.90, 3.94, 4.04], [-4.58, 1.03, -8.20], [3.94, 4.88, 2.90], [-1.35, -0.26, -3.57], [-1.48, -3.13, 0.65], [1.95, -1.27, -1.94], [-3.83, -0.37, -9.95], [-4.80, 0.02, -9.64], [3.55, -2.03, 3.76], [0.71, -2.56, 0.81], [4.32, -1.17, 9.42], [-0.74, 1.32, 0.00], [1.30, 3.63, 3.85], [-3.50, 1.95, -8.44], [2.86, -2.84, 4.01], [-4.05, 0.76, -3.96], [-5.87, 1.48, -7.76], [-4.24, -3.57, -1.27], [0.35, 2.80, 5.09], [-1.13, -1.68, -3.51], [-1.00, 1.56, -1.59]]}


Record 7
{"formula": "C42H39InN9O5S", "method": "the ωB97M-V functional and the def2-TZVPD basis", "fmax_ev_per_a": 0.79, "e_above_lowest_kcal_mol": 0.00, "charge": -1, "total_energy_ev": -83847.569, "homo_ha": -0.17797, "elements": ["H", "C", "C", "C", "C", "C", "H", "C", "H", "O", "H", "C", "H", "C", "C", "C", "N", "H", "H", "H", "H", "H", "O", "C", "C", "C", "N", "H", "H", "H", "C", "H", "H", "H", "N", "C", "C", "H", "H", "N", "H", "H", "C", "H", "C", "C", "H", "C", "C", "H", "C", "N", "C", "C", "N", "H", "C", "H", "C", "C", "C", "H", "C", "C", "C", "H", "O", "C", "H", "N", "O", "S", "C", "H", "H", "H", "H", "H", "N", "O", "C", "C", "C", "H", "C", "C", "C", "C", "C", "In", "C", "H", "H", "N", "H", "H", "H"], "xyz": [[-3.14, 0.24, 2.83], [-1.40, 1.37, 3.32], [1.20, 2.57, -2.51], [-2.56, 0.67, 3.63], [1.29, 3.10, -0.04], [-2.00, -5.77, 1.74], [6.60, -3.51, 1.59], [1.71, 3.31, -1.40], [-4.89, -3.75, 1.60], [-2.00, 0.12, -2.06], [-2.21, -3.39, 4.30], [-0.97, 1.48, 1.89], [0.23, 2.50, 4.08], [-0.75, -2.54, -1.82], [2.36, 4.14, -3.99], [1.98, -1.41, -0.15], [-4.81, -5.64, 4.00], [3.84, 0.38, 2.33], [-3.27, -1.10, -0.34], [-1.77, 1.27, -4.76], [1.66, 3.80, 0.71], [6.52, -1.16, 0.84], [-3.68, 0.60, -4.25], [2.58, 4.38, -1.63], [-2.96, 0.54, 4.95], [-3.20, -6.98, 3.51], [-3.17, -2.96, 2.42], [-5.06, -3.28, 3.31], [3.51, 1.10, 3.94], [-1.88, -4.91, 1.10], [-1.24, -7.93, 2.57], [2.99, 4.90, -0.76], [-0.42, -3.58, -1.84], [-2.44, 1.99, -3.29], [-1.51, -1.91, 1.43], [4.52, -3.87, 1.19], [-2.48, -3.26, -3.35], [2.46, 1.49, 2.55], [-0.50, -8.71, 2.52], [1.13, -2.29, -0.61], [3.59, 5.64, -3.04], [4.36, -0.18, 0.08], [-3.26, -0.66, -3.88], [-3.95, -3.85, -4.79], [-1.87, -2.21, -2.65], [-3.82, -1.71, -4.56], [-3.12, 2.43, -4.88], [-1.11, -6.82, 1.72], [5.62, -1.76, 0.83], [2.43, -3.92, 0.68], [3.07, 0.72, 3.02], [-4.31, -6.77, 4.30], [-2.75, -2.30, 1.29], [-0.66, 1.95, 4.35], [-4.10, -5.07, 3.01], [-4.66, -1.79, 0.51], [-2.13, -2.95, 3.32], [2.61, -2.85, 3.94], [4.42, -1.21, 0.39], [-2.20, 1.09, 5.97], [-3.65, -1.99, 0.15], [1.11, 2.53, -4.65], [-4.39, -3.72, 2.57], [-1.12, -2.29, 2.69], [1.54, 3.06, -3.80], [-0.28, -6.78, 1.03], [0.43, 1.53, -2.43], [-3.05, -5.87, 2.66], [-0.46, 2.23, 6.46], [0.10, 2.21, 1.68], [-1.66, 0.89, 0.99], [1.95, -0.65, 3.38], [2.92, 4.80, -2.89], [3.60, -1.67, 4.82], [3.92, -2.00, 3.09], [-3.87, -0.01, 5.19], [-3.69, -2.80, -0.58], [2.58, 4.49, -4.99], [0.44, 2.22, 0.36], [1.83, -0.14, -0.14], [3.15, -1.91, 3.86], [-3.47, -3.03, -4.27], [3.26, -1.99, 0.34], [4.56, -4.90, 1.50], [-1.05, 1.80, 5.66], [3.33, -3.32, 0.74], [-2.69, 1.63, -4.29], [-2.33, -0.87, -2.82], [-2.28, -8.03, 3.48], [-0.30, 0.42, -0.74], [5.67, -3.09, 1.23], [-2.38, -8.88, 4.14], [-0.14, -2.03, 3.07], [0.00, -1.74, -1.14], [-2.52, 0.97, 7.00], [-2.15, -4.27, -3.14], [-4.55, -1.49, -5.34]]}


Record 8
{"formula": "C31H29F4N10O7PbS3", "method": "the ωB97M-V functional and the def2-TZVPD basis", "fmax_ev_per_a": 2.59, "e_above_lowest_kcal_mol": 50.53, "charge": -1, "total_energy_ev": -110473.045, "homo_ha": -0.13140, "elements": ["N", "H", "N", "C", "C", "C", "C", "F", "C", "C", "N", "C", "C", "C", "H", "C", "H", "N", "N", "Pb", "O", "H", "O", "H", "C", "S", "H", "C", "C", "C", "H", "S", "H", "N", "O", "H", "O", "C", "H", "C", "O", "C", "H", "H", "H", "C", "C", "O", "H", "F", "H", "S", "H", "C", "N", "C", "H", "O", "N", "C", "F", "H", "C", "F", "H", "C", "H", "N", "H", "H", "C", "C", "C", "H", "C", "C", "H", "H", "H", "H", "H", "C", "C", "N", "H"], "xyz": [[-0.81, 1.21, -1.41], [1.53, 0.72, 4.57], [1.62, 1.21, 3.69], [2.04, -4.44, 1.77], [-0.58, 3.82, 2.40], [1.56, -3.30, 2.29], [-1.62, 5.91, -2.02], [-0.80, -4.62, 1.84], [3.43, -4.49, 1.95], [-5.86, 5.79, -3.34], [-2.53, 4.89, -1.99], [-2.00, -0.15, 0.95], [-0.23, -7.32, -0.58], [1.89, -6.36, 0.18], [0.95, -0.97, -3.28], [1.28, -5.42, 1.02], [-1.55, 4.38, 2.45], [-2.08, 3.74, -1.48], [-3.51, -8.25, -1.61], [1.24, -0.21, 1.70], [-0.16, 3.31, 3.43], [-2.69, -2.23, 0.83], [-2.88, 0.22, 0.18], [4.26, -0.97, 1.72], [0.40, -1.45, -1.53], [-0.30, 2.33, -0.21], [1.96, 3.42, 2.43], [2.88, 1.94, 3.63], [-6.01, 3.74, -2.11], [-1.84, -1.67, 1.22], [-0.64, -3.24, -1.11], [-0.08, 5.31, -1.33], [-6.58, 2.90, -1.74], [4.56, -4.41, 2.15], [-1.10, 0.58, 1.45], [-3.93, 6.70, -3.44], [1.37, -0.95, -1.01], [-2.37, -8.23, -1.45], [5.29, 0.04, -0.21], [-0.84, -6.36, 0.27], [0.22, -1.45, -2.84], [-6.62, 4.73, -2.87], [4.91, 2.35, 0.28], [-1.67, -1.80, -1.21], [3.52, -1.59, 0.40], [-0.72, -2.18, -0.82], [-4.51, 5.87, -3.07], [-0.01, 3.84, 1.27], [-1.71, 0.84, -1.09], [1.88, -8.09, -1.38], [4.80, 1.47, 1.81], [-1.80, 7.45, -2.56], [3.70, 1.21, 3.59], [-0.12, -5.47, 1.03], [2.97, 2.17, 1.13], [1.43, 2.31, -0.85], [1.39, 2.79, -1.83], [-0.63, -2.08, 0.58], [3.67, -0.74, 0.93], [-0.98, -8.25, -1.34], [-2.19, -6.30, 0.36], [-1.69, -1.87, 2.28], [-3.90, 4.88, -2.31], [3.25, -6.36, 0.07], [3.73, 3.58, 2.52], [-0.40, -9.31, -2.04], [-7.67, 4.66, -3.09], [1.32, -2.23, 2.74], [3.03, 2.57, 4.51], [3.65, 0.40, -0.79], [2.46, 3.00, 0.03], [4.27, 0.30, 0.10], [1.18, -7.26, -0.58], [-0.95, 1.60, -2.33], [4.30, 1.63, 0.86], [-0.86, 3.77, -1.09], [3.29, 3.32, -0.61], [-4.19, 3.04, -1.23], [1.99, 3.89, 0.44], [-6.33, 6.57, -3.92], [0.86, 1.92, 3.64], [-4.66, 3.81, -1.83], [2.90, 2.86, 2.41], [0.00, -10.22, -2.63], [1.63, 1.25, -0.96]]}